This record from OMol25 describes 11 unconnected molecules or ions with the total composition C74H77N2O2. The level of theory is ωB97M-V with the def2-TZVPD basis set.

Results
HOMO, eV: -10.438
Multiplicity: 1
HOMO-LUMO gap, eV: 7.54
Charge: +1

Structure (XYZ):
```
155
C74H77N2O2 | OMol25 | ωB97M-V with the def2-TZVPD basis set
C -0.631 2.054 -3.459
C -1.813 1.109 -3.562
O -1.962 0.411 -4.518
O -2.703 1.031 -2.500
C -2.591 -0.221 -1.809
C -1.241 -0.407 -1.175
N -0.241 -0.998 -1.812
C 0.903 -1.017 -1.035
C 0.543 -0.409 0.138
C 1.460 -0.165 1.329
C 2.894 -0.306 0.859
C 3.596 -1.503 0.997
C 4.899 -1.643 0.538
C 5.562 -0.581 -0.093
C 6.964 -0.733 -0.622
C 4.855 0.618 -0.215
C 3.550 0.759 0.244
N -0.777 -0.043 0.022
H 0.244 1.460 -3.728
H -0.715 2.872 -4.169
H -0.474 2.418 -2.443
H -2.735 -1.018 -2.543
H -3.398 -0.211 -1.082
H -0.364 -1.371 -2.745
H 1.840 -1.432 -1.358
H 1.232 -0.895 2.106
H 1.310 0.853 1.691
H 3.118 -2.360 1.459
H 5.446 -2.571 0.652
H 7.006 -1.579 -1.312
H 7.681 -0.925 0.176
H 7.272 0.144 -1.190
H 5.345 1.451 -0.705
H 3.073 1.721 0.088
H -1.328 0.422 0.728
C 7.492 3.630 0.609
C 7.228 4.977 0.814
C 6.611 5.395 1.985
C 6.264 4.465 2.956
C 6.531 3.117 2.754
C 7.141 2.700 1.580
H 7.972 3.304 -0.306
H 7.503 5.702 0.059
H 6.401 6.446 2.142
H 5.787 4.791 3.872
H 6.262 2.392 3.513
H 7.345 1.648 1.421
C 3.275 0.114 4.399
C 2.517 0.278 5.551
C 2.806 -0.471 6.684
C 3.856 -1.380 6.666
C 4.612 -1.545 5.513
C 4.319 -0.800 4.379
H 3.051 0.697 3.514
H 1.702 0.992 5.567
H 2.213 -0.347 7.581
H 4.082 -1.961 7.550
H 5.430 -2.254 5.499
H 4.905 -0.931 3.478
C -3.157 -4.648 -6.224
C -3.461 -5.527 -5.192
C -3.409 -5.096 -3.874
C -3.058 -3.782 -3.591
C -2.760 -2.903 -4.624
C -2.806 -3.336 -5.942
H -3.192 -4.988 -7.251
H -3.736 -6.549 -5.415
H -3.641 -5.781 -3.069
H -3.021 -3.445 -2.560
H -2.491 -1.878 -4.407
H -2.565 -2.652 -6.746
C -2.488 -0.883 3.239
C -3.029 -1.130 4.492
C -3.037 -2.422 4.998
C -2.497 -3.465 4.256
C -1.954 -3.218 3.003
C -1.953 -1.927 2.494
H -2.488 0.130 2.846
H -3.447 -0.318 5.072
H -3.465 -2.618 5.971
H -2.501 -4.471 4.654
H -1.533 -4.030 2.424
H -1.537 -1.739 1.516
C -8.657 -4.808 -2.369
C -8.067 -4.896 -1.116
C -6.867 -4.243 -0.867
C -6.264 -3.498 -1.870
C -6.854 -3.407 -3.123
C -8.050 -4.066 -3.374
H -9.591 -5.319 -2.564
H -8.542 -5.473 -0.333
H -6.404 -4.317 0.109
H -5.329 -2.986 -1.676
H -6.382 -2.825 -3.905
H -8.509 -4.000 -4.351
C -0.310 3.007 7.052
C -0.836 2.714 5.801
C -1.608 3.655 5.133
C -1.848 4.893 5.714
C -1.320 5.187 6.963
C -0.554 4.243 7.634
H 0.289 2.272 7.575
H -0.644 1.749 5.345
H -2.023 3.425 4.160
H -2.447 5.629 5.192
H -1.506 6.152 7.415
H -0.147 4.471 8.611
C 9.942 8.751 0.507
C 9.336 7.904 1.425
C 9.149 8.321 2.736
C 9.560 9.588 3.126
C 10.163 10.436 2.207
C 10.357 10.016 0.898
H 10.091 8.424 -0.515
H 9.011 6.919 1.121
H 8.683 7.657 3.454
H 9.411 9.915 4.148
H 10.482 11.424 2.511
H 10.832 10.676 0.183
C -6.633 -2.071 5.785
C -7.718 -1.446 6.385
C -8.614 -0.719 5.614
C -8.431 -0.624 4.241
C -7.348 -1.251 3.641
C -6.446 -1.972 4.413
H -5.934 -2.637 6.388
H -7.865 -1.527 7.455
H -9.457 -0.228 6.083
H -9.133 -0.061 3.640
H -7.207 -1.178 2.569
H -5.600 -2.457 3.944
C -4.801 2.815 -8.526
C -5.326 1.816 -9.333
C -5.166 0.482 -8.981
C -4.486 0.149 -7.818
C -3.962 1.147 -7.008
C -4.117 2.481 -7.365
H -4.924 3.854 -8.802
H -5.861 2.076 -10.237
H -5.572 -0.296 -9.614
H -4.366 -0.892 -7.541
H -3.435 0.887 -6.102
H -3.706 3.261 -6.736
C 2.349 -6.464 -5.789
C 1.214 -5.997 -5.140
C 0.183 -5.418 -5.869
C 0.287 -5.313 -7.249
C 1.420 -5.782 -7.899
C 2.453 -6.355 -7.169
H 3.152 -6.915 -5.220
H 1.131 -6.086 -4.063
H -0.698 -5.049 -5.363
H -0.518 -4.865 -7.819
H 1.499 -5.702 -8.976
H 3.338 -6.717 -7.675
```

This record from OMol25 describes 11 unconnected molecules or ions with the total composition C75H164N12O11. The level of theory is ωB97M-V with the def2-TZVPD basis set.

Results
HOMO, eV: -8.185
Multiplicity: 1
HOMO-LUMO gap, eV: 8.49
SMILES string: CC1(C)CCCC(C)(C)N1O.CC1(C)CCCC(C)(C)N1O.CC1(C)CCCC(C)(C)N1O.CC1(C)CCCC(C)(C)N1O.CC1(C)CCCC(C)(C)N1O.CC1(C)CCCC(C)(C)N1O.CC1(C)CCCC(C)(C)N1O.CC1(C)CCCC(C)(C)N1O.NC(N)=O.NC(N)=O.CO

Structure (XYZ):
```
262
C75H164N12O11 | OMol25 | ωB97M-V with the def2-TZVPD basis set
C 7.468 -3.842 -1.573
O 6.672 -2.692 -1.829
H 7.535 -3.874 -0.513
H 7.003 -4.760 -1.900
H 8.490 -3.742 -1.939
H 6.360 -2.629 -2.761
C 4.708 -0.707 -9.214
C 4.114 -0.689 -7.789
C 2.677 -0.258 -7.868
C 1.860 -0.504 -6.617
C 2.031 -2.022 -6.354
C 3.488 -2.470 -6.145
N 4.306 -2.037 -7.284
O 5.682 -2.193 -7.011
C 4.018 -1.875 -4.856
C 3.654 -3.973 -6.061
C 4.860 0.392 -7.014
H 4.615 0.247 -9.687
H 4.120 -1.495 -9.730
H 5.770 -1.040 -9.102
H 2.688 0.838 -8.177
H 2.207 -0.717 -8.698
H 0.766 -0.222 -6.591
H 2.261 0.039 -5.756
H 1.726 -2.581 -7.211
H 1.376 -2.201 -5.501
H 3.443 -2.427 -4.138
H 5.039 -2.243 -4.630
H 3.900 -0.824 -4.776
H 3.042 -4.257 -5.234
H 3.252 -4.530 -6.942
H 4.723 -4.097 -5.797
H 4.229 0.777 -6.234
H 5.037 1.232 -7.677
H 5.774 0.105 -6.495
H 5.919 -3.107 -7.285
C -4.916 2.435 4.374
C -5.249 2.598 2.885
C -3.988 3.214 2.258
C -4.047 3.345 0.744
C -4.293 1.953 0.238
C -5.454 1.185 0.879
N -5.418 1.246 2.337
O -6.614 0.636 2.839
C -6.797 1.744 0.304
C -5.415 -0.268 0.434
C -6.422 3.668 2.869
H -4.615 3.404 4.710
H -4.053 1.760 4.335
H -5.795 2.068 4.939
H -3.851 4.203 2.699
H -3.157 2.569 2.463
H -3.011 3.650 0.324
H -4.837 4.028 0.345
H -3.337 1.400 0.349
H -4.409 1.906 -0.878
H -7.573 1.057 0.714
H -6.975 2.804 0.606
H -6.765 1.715 -0.767
H -6.369 -0.719 0.414
H -5.089 -0.493 -0.521
H -4.718 -0.823 1.126
H -6.685 4.158 1.915
H -6.048 4.474 3.467
H -7.272 3.259 3.360
H -6.277 -0.140 3.298
C -6.880 -1.048 -6.377
C -5.767 -0.061 -6.282
C -5.916 0.878 -5.034
C -5.459 0.167 -3.722
C -4.044 -0.374 -3.866
C -4.003 -1.309 -5.023
N -4.401 -0.664 -6.225
O -4.405 -1.684 -7.232
C -2.514 -1.644 -5.369
C -4.678 -2.673 -4.570
C -5.802 0.894 -7.488
H -6.621 -1.900 -7.017
H -7.747 -0.564 -6.786
H -7.193 -1.393 -5.426
H -5.228 1.710 -5.282
H -6.958 1.200 -4.964
H -6.144 -0.602 -3.311
H -5.485 0.819 -2.847
H -3.861 -0.895 -2.919
H -3.332 0.483 -3.994
H -1.780 -1.676 -4.532
H -2.471 -2.549 -5.945
H -2.111 -0.847 -6.062
H -4.710 -3.493 -5.273
H -4.040 -2.987 -3.608
H -5.709 -2.463 -4.198
H -5.767 0.272 -8.386
H -4.879 1.590 -7.510
H -6.589 1.605 -7.543
H -3.782 -1.399 -7.909
C -0.055 3.970 2.003
C 1.294 3.235 1.812
C 2.393 3.660 2.827
C 2.121 3.220 4.263
C 1.963 1.662 4.304
C 0.873 1.145 3.423
N 1.068 1.724 2.037
O -0.049 1.301 1.161
C 1.010 -0.404 3.251
C -0.597 1.521 3.902
C 1.756 3.316 0.379
H -0.199 4.268 3.028
H -0.864 3.260 1.715
H 0.023 4.858 1.378
H 3.309 3.136 2.558
H 2.534 4.767 2.648
H 1.411 3.858 4.742
H 3.089 3.392 4.766
H 1.796 1.461 5.358
H 2.933 1.182 4.070
H 0.178 -0.774 2.638
H 1.927 -0.591 2.685
H 0.932 -0.942 4.218
H -0.571 2.520 4.331
H -1.406 1.539 3.169
H -0.912 0.739 4.623
H 2.295 4.193 0.101
H 0.948 2.942 -0.280
H 2.505 2.495 0.389
H 0.112 0.408 0.792
C 1.599 3.084 -4.713
C 0.432 4.082 -4.591
C -0.144 4.293 -5.964
C -1.496 5.000 -5.951
C -2.449 4.231 -5.112
C -1.993 3.991 -3.698
N -0.593 3.430 -3.775
O -0.128 3.163 -2.508
C -2.074 5.226 -2.796
C -2.785 2.922 -2.993
C 1.014 5.331 -4.010
H 2.258 3.505 -5.413
H 1.256 2.163 -5.111
H 2.157 2.942 -3.830
H 0.585 4.954 -6.472
H -0.184 3.301 -6.427
H -1.932 5.289 -6.947
H -1.420 6.035 -5.518
H -2.574 3.223 -5.571
H -3.447 4.729 -5.009
H -1.279 5.149 -2.042
H -2.046 6.244 -3.257
H -3.072 5.167 -2.352
H -3.856 3.158 -2.931
H -2.622 1.907 -3.437
H -2.474 2.855 -1.929
H 0.269 6.148 -3.842
H 1.705 5.768 -4.743
H 1.706 5.217 -3.164
H 0.190 3.989 -2.231
C 2.403 -2.436 -1.589
C 1.810 -1.201 -0.933
C 1.629 -0.026 -1.950
C 0.372 -0.070 -2.815
C -0.844 -0.220 -1.879
C -0.795 -1.546 -1.037
N 0.503 -1.507 -0.238
O 0.829 -2.656 0.512
C -1.919 -1.542 0.004
C -0.953 -2.747 -2.073
C 2.790 -0.762 0.171
H 2.515 -3.324 -0.957
H 3.498 -2.275 -1.729
H 1.900 -2.790 -2.448
H 1.579 0.903 -1.320
H 2.523 0.166 -2.461
H 0.310 -0.913 -3.586
H 0.281 0.885 -3.322
H -1.789 -0.240 -2.381
H -0.816 0.631 -1.217
H -2.847 -1.949 -0.439
H -1.633 -2.264 0.807
H -1.949 -0.538 0.422
H -0.203 -2.877 -2.834
H -0.931 -3.773 -1.588
H -1.988 -2.722 -2.461
H 3.161 -1.597 0.736
H 2.475 0.037 0.868
H 3.674 -0.357 -0.305
H 0.675 -2.396 1.420
C 5.989 3.327 6.961
C 5.789 1.794 6.743
C 6.998 1.141 7.380
C 6.851 -0.352 7.589
C 5.667 -0.621 8.465
C 4.400 -0.022 7.846
N 4.598 1.401 7.539
O 3.440 1.940 6.982
C 3.953 -0.923 6.642
C 3.285 -0.029 8.876
C 5.700 1.382 5.260
H 5.263 3.884 6.379
H 6.963 3.580 6.688
H 5.884 3.512 8.063
H 7.805 1.341 6.709
H 7.127 1.622 8.320
H 7.732 -0.642 8.131
H 6.738 -0.856 6.618
H 5.839 -0.167 9.455
H 5.477 -1.670 8.738
H 3.142 -0.511 6.138
H 4.739 -1.120 5.911
H 3.636 -1.888 7.049
H 2.324 0.058 8.390
H 3.314 -0.982 9.453
H 3.385 0.862 9.521
H 4.784 1.735 4.791
H 5.852 0.286 5.184
H 6.564 1.823 4.734
H 3.358 2.757 7.419
C -3.251 -4.808 3.413
C -2.531 -3.973 4.502
C -1.727 -2.776 3.920
C -2.775 -1.734 3.521
C -3.555 -1.264 4.755
C -4.307 -2.349 5.409
N -3.398 -3.552 5.651
O -4.291 -4.571 6.088
C -4.794 -1.897 6.788
C -5.537 -2.675 4.529
C -1.538 -4.999 5.134
H -3.876 -5.630 3.771
H -2.462 -5.288 2.769
H -3.851 -4.283 2.698
H -1.041 -2.409 4.660
H -1.127 -3.092 3.066
H -3.407 -2.141 2.755
H -2.315 -0.868 3.107
H -4.316 -0.533 4.585
H -2.924 -0.698 5.453
H -5.272 -0.918 6.731
H -5.373 -2.729 7.256
H -3.865 -1.846 7.402
H -5.247 -2.860 3.479
H -6.184 -3.472 4.898
H -6.186 -1.827 4.432
H -1.079 -5.737 4.496
H -1.929 -5.745 5.900
H -0.660 -4.544 5.635
H -3.726 -5.197 6.573
C 5.536 -2.629 1.767
O 5.211 -2.749 2.931
N 5.190 -3.649 0.808
N 6.238 -1.590 1.279
H 4.946 -3.278 -0.073
H 4.384 -4.177 1.193
H 6.546 -1.563 0.347
H 6.671 -0.933 1.890
C 3.417 -5.116 4.710
O 2.781 -5.987 5.267
N 2.855 -4.099 3.953
N 4.753 -5.218 4.515
H 3.247 -3.161 3.915
H 1.847 -4.090 4.152
H 5.258 -4.473 4.047
H 5.294 -6.041 4.644
```